No. 1
Formula: C5H10NO
Source: OMol25
Level of theory: wB97M-V/def2-TZVPD

XYZ file:
```
17
Properties=species:S:1:pos:R:3:forces:R:3:lowdin_charge:R:1
C 1.40044 -0.23357 -0.44545 -2.1 2.1 -1.6 -0.077
C 0.80998 0.76613 -1.14199 0.6 -0.8 1.8 0.064
C -0.03980 0.66095 1.09519 0.4 -3.2 -2.8 -0.005
C 0.63230 -0.81773 0.65455 0.7 4.7 1.7 -0.228
C -0.41927 1.28653 -0.25131 2.6 -1.6 -1.2 -0.273
N -0.42842 -1.53491 0.03822 -3.8 -1.1 0.8 0.191
O -1.59803 0.66308 -0.69982 0.5 -0.8 -1.2 -0.012
H 2.26698 -0.61810 -0.74757 3.5 -1.7 -1.3 0.075
H 1.33066 1.14153 -2.05380 -1.1 0.1 0.8 0.136
H -0.81782 0.38335 1.69316 -2.4 0.2 1.9 0.090
H 0.69071 1.21424 1.51492 2.2 1.6 1.9 0.093
H 1.22271 -1.36215 1.42133 -0.8 0.3 -0.5 0.176
H -0.36615 2.35107 -0.35717 -0.8 0.7 0.5 0.149
H -1.07343 -2.00066 0.69725 0.9 -0.7 0.1 0.191
H -0.05377 -2.16168 -0.64091 -0.2 -0.8 -0.8 0.168
H -1.19953 -0.86750 -0.33539 1.5 0.0 -0.7 0.156
H -2.35756 1.12943 -0.44121 -1.7 1.1 0.5 0.106
```
Forces are in eV/Å.

SMILES: [NH3+][C@H]1C=C[C@@H](O)C1
Charge: +1
Relative energy (zero: lowest compared OMol25 entry of this formula, charge and spin): 59.7 kcal per mole
HOMO level: -0.51945 hartree

No. 2
Formula: CH6OP2
Source: OMol25
Level of theory: wB97M-V/def2-TZVPD

XYZ file:
```
10
Properties=species:S:1:pos:R:3:forces:R:3:lowdin_charge:R:1
C 0.27080 -0.25371 -1.46816 2.9 1.1 -2.2 -0.452
O -1.63437 -1.48031 2.63224 0.1 0.1 -0.5 -0.602
P -0.38621 -1.02375 1.95777 -0.3 -0.8 0.5 0.603
P -0.22935 0.79673 -0.08137 2.1 0.3 1.5 0.629
H 1.48529 -0.21587 -1.60115 -3.1 -0.2 0.3 0.093
H -0.03474 -1.26701 -1.37763 -0.2 -0.9 0.4 -0.014
H -0.17594 0.13652 -2.43275 0.6 -0.4 1.1 0.040
H 0.09485 -0.04704 2.88725 0.3 0.5 -0.1 -0.133
H 1.11409 1.43711 0.26428 -1.6 -1.1 -0.1 -0.030
H -0.50442 1.91731 -0.78049 -0.8 1.3 -0.8 -0.134
```
Forces are in eV/Å.

Charge: 0
Relative energy (zero: lowest compared OMol25 entry of this formula, charge and spin): 44.3 kcal per mole
HOMO level: -0.32400 hartree

Copy entry 1 word for word.
Formula: C5H10NO
Source: OMol25
Level of theory: wB97M-V/def2-TZVPD

XYZ file:
```
17
Properties=species:S:1:pos:R:3:forces:R:3:lowdin_charge:R:1
C 1.40044 -0.23357 -0.44545 -2.1 2.1 -1.6 -0.077
C 0.80998 0.76613 -1.14199 0.6 -0.8 1.8 0.064
C -0.03980 0.66095 1.09519 0.4 -3.2 -2.8 -0.005
C 0.63230 -0.81773 0.65455 0.7 4.7 1.7 -0.228
C -0.41927 1.28653 -0.25131 2.6 -1.6 -1.2 -0.273
N -0.42842 -1.53491 0.03822 -3.8 -1.1 0.8 0.191
O -1.59803 0.66308 -0.69982 0.5 -0.8 -1.2 -0.012
H 2.26698 -0.61810 -0.74757 3.5 -1.7 -1.3 0.075
H 1.33066 1.14153 -2.05380 -1.1 0.1 0.8 0.136
H -0.81782 0.38335 1.69316 -2.4 0.2 1.9 0.090
H 0.69071 1.21424 1.51492 2.2 1.6 1.9 0.093
H 1.22271 -1.36215 1.42133 -0.8 0.3 -0.5 0.176
H -0.36615 2.35107 -0.35717 -0.8 0.7 0.5 0.149
H -1.07343 -2.00066 0.69725 0.9 -0.7 0.1 0.191
H -0.05377 -2.16168 -0.64091 -0.2 -0.8 -0.8 0.168
H -1.19953 -0.86750 -0.33539 1.5 0.0 -0.7 0.156
H -2.35756 1.12943 -0.44121 -1.7 1.1 0.5 0.106
```
Forces are in eV/Å.

SMILES: [NH3+][C@H]1C=C[C@@H](O)C1
Charge: +1
Relative energy (zero: lowest compared OMol25 entry of this formula, charge and spin): 59.7 kcal per mole
HOMO level: -0.51945 hartree